A structure of composition C18H32As2N2O3Pd. Source: OMol25; level of theory: ωB97M-V with the def2-TZVPD basis set.

Summary:
HOMO level = -5.900 eV
LUMO energy = 0.772 eV
frontier orbital gap = 0.2452 Eh

Positions of all 58 atoms, in Å:
Pd (-0.35920, -0.95565, 1.28862)
C (-0.06790, 0.69140, -2.80596)
N (1.02100, 0.63971, -1.84459)
C (1.67341, 1.89510, -1.52307)
C (1.52452, -0.51226, -1.34088)
O (2.49599, -0.53858, -0.59416)
C (0.90392, -1.81266, -1.84972)
O (0.92723, -2.88208, -0.94371)
C (2.17923, -3.25674, -0.43595)
C (2.39551, -2.69436, 0.96820)
O (1.44777, -2.36792, 1.66942)
N (3.66921, -2.66989, 1.42771)
C (4.81166, -2.90497, 0.56446)
C (3.94681, -1.99893, 2.68544)
H (-0.34225, 1.73412, -2.95335)
H (-0.95528, 0.18353, -2.43472)
H (0.21433, 0.27201, -3.77581)
H (2.23167, 2.27989, -2.38160)
H (2.35941, 1.73120, -0.69789)
H (0.91888, 2.63029, -1.23824)
H (1.45114, -2.06613, -2.77259)
H (-0.14242, -1.68774, -2.11016)
H (2.98461, -2.96063, -1.10709)
H (2.17962, -4.34941, -0.35253)
H (4.68730, -3.81100, -0.02586)
H (5.69038, -3.04772, 1.19137)
H (4.99368, -2.05920, -0.10561)
H (3.00628, -1.76272, 3.17174)
H (4.49801, -1.07262, 2.50259)
H (4.54217, -2.64231, 3.33586)
C (-3.16244, -1.69266, -1.50736)
As (-2.41535, -0.88549, 0.13081)
C (-4.06227, -1.00949, 1.18820)
C (-2.53301, 1.02909, -0.35347)
C (-3.37179, 1.46953, -1.37618)
C (-3.39405, 2.79987, -1.76642)
C (-2.57750, 3.71666, -1.12073)
C (-1.75972, 3.29586, -0.08202)
C (-1.72151, 1.95877, 0.31264)
As (-0.56737, 1.34802, 1.79863)
C (-1.77382, 1.82707, 3.26984)
C (0.61503, 2.91304, 1.97661)
H (-2.56465, -1.44362, -2.38418)
H (-4.19798, -1.40128, -1.68538)
H (-3.11935, -2.77211, -1.36194)
H (-4.89625, -0.54921, 0.65771)
H (-3.91395, -0.50591, 2.14149)
H (-4.28116, -2.05962, 1.37916)
H (-4.01266, 0.76398, -1.89129)
H (-4.04509, 3.11843, -2.57113)
H (-2.58250, 4.75798, -1.41849)
H (-1.13991, 4.02672, 0.42318)
H (-2.14971, 2.84361, 3.15129)
H (-1.22643, 1.74671, 4.20876)
H (-2.60728, 1.12754, 3.29349)
H (0.07286, 3.82968, 2.21204)
H (1.19955, 3.05201, 1.06950)
H (1.30162, 2.69107, 2.79333)


A structure of composition C4H5O2Tl in a non-equilibrium geometry. Source: OMol25; level of theory: ωB97M-V with the def2-TZVPD basis set.

Summary:
HOMO level = -6.978 eV
LUMO energy = -0.882 eV
frontier orbital gap = 0.2240 Eh

Positions of all 12 atoms, in Å:
C (-1.13533, -0.45126, 0.50430)
C (-0.97062, 0.12584, -0.78248)
O (-0.36257, 1.38388, -0.76945)
H (-0.86704, 0.16025, 1.37088)
H (-1.94900, -1.18164, 0.55051)
H (-1.82667, 0.07567, -1.46513)
H (-0.99819, 2.04320, -0.47914)
H (0.24831, -1.27977, -0.96661)
C (0.89979, -1.73183, 0.20905)
C (1.97503, -1.25566, 0.61018)
O (2.60089, -0.16874, 0.75950)
Tl (2.38539, 2.28005, 0.45836)


A cluster of 2 separate species, C4H12NO in total. Source: OMol25; level of theory: ωB97M-V with the def2-TZVPD basis set.

Summary:
total charge = +1
HOMO level = -13.208 eV
LUMO energy = -3.546 eV
frontier orbital gap = 0.3551 Eh

Positions of all 18 atoms, in Å:
C (-0.35691, -0.67043, 2.80119)
N (0.39750, -0.04928, 1.65312)
H (0.28975, -1.39591, 3.28377)
H (-0.66658, 0.11744, 3.47850)
H (-1.21356, -1.18809, 2.37924)
H (0.59003, -0.79408, 0.98014)
H (1.23703, 0.42529, 1.97635)
H (-0.18832, 0.60604, 1.10464)
C (-1.04038, 1.17655, -0.94656)
C (-0.11979, 0.27070, -1.26971)
O (-0.43712, -1.05926, -1.17189)
C (1.26661, 0.55301, -1.75814)
H (-0.78960, 2.22700, -0.95153)
H (-2.06530, 0.89403, -0.74445)
H (0.27796, -1.60705, -1.52954)
H (1.44417, 1.61407, -1.92028)
H (1.99628, 0.24552, -1.00145)
H (1.42692, 0.05278, -2.71246)


A cluster of 2 separate species, C3H2F2N2OS in total in a non-equilibrium geometry. Source: OMol25; level of theory: ωB97M-V with the def2-TZVPD basis set.

Summary:
HOMO level = -9.406 eV
LUMO energy = 0.342 eV
frontier orbital gap = 0.3582 Eh

Positions of all 11 atoms, in Å:
C (-0.33593, -0.56725, -0.12312)
C (-0.68381, 0.63271, 0.52886)
C (1.48879, -0.75943, -1.06698)
N (-1.87170, 0.59043, 1.20512)
N (-2.43304, -0.58653, 1.09621)
O (0.13744, 1.71123, 0.51407)
F (2.25867, -0.41830, 0.01511)
F (1.54364, 0.30688, -1.82226)
S (-1.61055, -1.67776, 0.26046)
H (1.83775, -1.74509, -1.40292)
H (-0.33126, 2.51311, 0.79546)


An isolated molecule of C2H5N3S in a non-equilibrium geometry. Source: OMol25; level of theory: ωB97M-V with the def2-TZVPD basis set.

Summary:
HOMO level = -8.963 eV
LUMO energy = 0.381 eV
frontier orbital gap = 0.3434 Eh

Positions of all 11 atoms, in Å:
H (1.46016, -1.67544, -2.20247)
N (0.93315, -0.85803, -2.17611)
C (0.69102, -0.83195, -0.93594)
N (0.90766, -1.55994, 0.19025)
S (-0.46681, 0.61657, -0.38339)
N (-0.72181, 0.49376, 1.39715)
C (-0.95827, 1.61710, 2.01644)
H (0.60773, -0.88039, 1.06979)
H (0.95849, -2.67292, 0.17514)
H (-0.79325, 1.57305, 3.17008)
H (-0.99375, 2.54918, 1.55970)


A structure of composition C26H58HoP4S in a non-equilibrium geometry. Source: OMol25; level of theory: ωB97M-V with the def2-TZVPD basis set.

Summary:
total charge = +3
HOMO level (spin up / spin down) = -15.837 / -14.287 eV
spin multiplicity = 5
expectation value of S² = 6.041
LUMO energy (spin up / spin down) = -8.415 / -11.491 eV
frontier orbital gap (spin up / spin down) = 0.2727 / 0.1028 Eh

Positions of all 90 atoms, in Å:
Ho (-0.12237, -0.36926, 0.15074)
P (1.97582, 1.18381, 1.09450)
P (-2.00044, 1.73731, 0.15941)
P (0.52914, 0.82804, -2.28309)
H (-1.07254, -2.74174, -0.73108)
C (-0.24101, -2.28111, -1.27751)
C (1.06623, -2.24105, -0.77276)
H (1.35685, -2.75769, 0.14538)
C (2.44658, 0.77044, 2.80666)
C (1.94058, 3.01325, 1.15053)
C (3.52590, 0.79188, 0.18270)
C (-3.53973, 1.11041, -0.62083)
C (-2.57373, 2.24625, 1.81604)
C (-1.71280, 3.38076, -0.60763)
C (1.69098, -0.17106, -3.28502)
C (1.25486, 2.48523, -2.49639)
C (-0.94602, 0.86634, -3.37269)
H (-0.50261, -2.06345, -2.30926)
H (1.93011, -1.95820, -1.35964)
H (2.57444, -0.31551, 2.90831)
H (1.66138, 1.10392, 3.49484)
H (3.38539, 1.26306, 3.08810)
H (1.10670, 3.33849, 1.78525)
H (1.81566, 3.44994, 0.15334)
H (2.87370, 3.39237, 1.58736)
H (3.68953, -0.29527, 0.18926)
H (4.37092, 1.27662, 0.68992)
H (3.48685, 1.13680, -0.85941)
H (-4.35292, 1.84027, -0.51642)
H (-3.83772, 0.17935, -0.12105)
H (-3.38262, 0.89993, -1.68589)
H (-3.34033, 3.02984, 1.75256)
H (-1.72165, 2.65021, 2.37734)
H (-2.98043, 1.38056, 2.35207)
H (-2.57136, 4.03802, -0.41086)
H (-1.56675, 3.31663, -1.69134)
H (-0.82441, 3.83691, -0.15060)
H (1.78271, 0.29760, -4.27420)
H (1.31671, -1.19549, -3.39628)
H (2.67054, -0.19114, -2.79017)
H (1.29723, 2.66946, -3.57736)
H (2.27088, 2.51128, -2.08298)
H (0.64107, 3.25168, -2.01018)
H (-0.58758, 1.10408, -4.38314)
H (-1.67084, 1.62051, -3.04055)
H (-1.43342, -0.11932, -3.38277)
C (-0.60192, -2.72516, -7.04018)
C (-1.77506, -2.96704, -7.77908)
C (-2.02553, -4.24517, -8.29054)
C (-1.10835, -5.28098, -8.08460)
C (0.06558, -5.03758, -7.37096)
C (0.33066, -3.76640, -6.85487)
S (-0.27351, -1.16517, -6.33061)
H (-1.39744, -0.51979, -6.73683)
H (-2.47422, -2.15035, -7.93315)
H (-2.94445, -4.43156, -8.85102)
H (-1.31270, -6.28040, -8.48387)
H (0.78926, -5.84154, -7.20695)
H (1.24260, -3.56061, -6.30215)
C (-0.30485, -4.69674, 1.20074)
C (-1.20251, -3.89086, 2.14743)
C (-1.49504, -4.71216, 3.40845)
P (-0.55450, -2.16096, 2.44594)
C (-1.92071, -1.12870, 3.23488)
C (-3.02220, -1.90318, 3.95554)
C (-1.38220, 0.02204, 4.09782)
C (0.78051, -2.23560, 3.75522)
C (0.38882, -2.79553, 5.12629)
C (2.03134, -2.93619, 3.20534)
H (0.68019, -4.90234, 1.63839)
H (-0.15572, -4.19979, 0.23855)
H (-0.78651, -5.66252, 0.98967)
H (-2.16038, -3.70172, 1.62877)
H (-0.57925, -5.14927, 3.82544)
H (-2.02314, -4.15218, 4.18809)
H (-2.14280, -5.55925, 3.13239)
H (-2.37969, -0.68928, 2.32755)
H (-2.69540, -2.30843, 4.92416)
H (-3.84918, -1.21317, 4.17967)
H (-3.44079, -2.70741, 3.34304)
H (-0.69683, 0.68334, 3.54718)
H (-0.86033, -0.32174, 4.99989)
H (-2.23457, 0.63124, 4.42851)
H (1.03256, -1.17242, 3.89781)
H (0.28785, -3.88536, 5.10350)
H (1.19783, -2.57261, 5.83997)
H (-0.52629, -2.35979, 5.54070)
H (2.36247, -2.51725, 2.24310)
H (2.85852, -2.80057, 3.91893)
H (1.88450, -4.01837, 3.08348)